Below is C34H18BiN9O6S6 as an isolated structure at a distorted geometry, with properties calculated with ωB97M-V/def2-TZVPD.

The geometry in XYZ format:
```
74
Properties=species:S:1:pos:R:3:forces:R:3
Bi 0.6150 0.0127 0.3915 -1.652 -0.521 -0.732
C -1.6657 2.7386 -3.1864 -0.268 0.433 0.133
C -1.0197 1.7578 -2.4267 0.062 -0.125 -0.264
N -0.9807 1.7615 -1.1198 0.374 -0.073 0.340
C -1.5887 2.7535 -0.4589 -0.424 0.724 -0.412
C -2.1889 3.8437 -1.1323 0.200 -0.508 0.116
C -2.2342 3.8011 -2.5347 0.256 -0.193 -0.137
C -2.7407 4.9268 -0.3937 -0.107 0.120 0.364
C -2.7821 4.8953 0.9579 -0.114 0.246 -0.302
C -2.2993 3.7623 1.6679 0.220 -0.386 0.063
C -2.4305 3.6460 3.0596 0.094 -0.146 -0.090
C -2.0063 2.5010 3.6822 -0.109 0.114 -0.054
C -1.4378 1.4916 2.8998 -0.143 0.122 0.263
N -1.2587 1.5976 1.6105 0.116 -0.308 -0.064
C -1.6849 2.6927 0.9732 -0.393 0.624 0.236
H -1.7054 2.6403 -4.2580 0.005 -0.073 -0.115
H -0.5387 0.9290 -2.9202 -0.048 -0.127 -0.108
H -2.7345 4.5978 -3.0694 -0.005 0.049 -0.072
H -3.1277 5.7732 -0.9459 -0.073 0.061 0.000
H -3.2056 5.7107 1.5298 -0.042 0.079 -0.015
H -2.8864 4.4553 3.6132 -0.022 0.070 0.084
H -2.1037 2.3658 4.7466 -0.037 -0.029 0.152
H -1.1233 0.5655 3.3520 0.059 -0.020 0.108
N 1.8103 -1.4342 -3.8123 0.141 -0.271 0.342
C 2.1991 -0.1619 -4.1335 0.074 0.575 0.215
C 2.7312 0.3749 -5.2912 -0.002 -0.078 -0.035
C 3.0958 1.7084 -5.2565 0.020 -0.003 -0.127
C 2.9124 2.4758 -4.1068 0.048 0.145 -0.056
C 2.3500 1.9541 -2.9570 0.009 -0.058 -0.035
C 1.9916 0.6106 -2.9648 0.227 -0.146 -0.808
N 1.4404 -0.1944 -1.9985 -0.301 -0.573 0.181
C 1.3120 -1.3917 -2.5414 0.071 0.632 -0.480
C 0.9130 -2.5692 -1.8204 -0.108 -1.525 -0.190
C 0.8440 -3.8587 -2.2836 0.126 0.197 0.422
S 0.3578 -4.9154 -1.0225 0.039 0.707 0.034
C 0.3097 -3.5573 0.0546 -0.121 -1.151 -0.143
N 0.6199 -2.4535 -0.5010 0.390 0.799 0.033
H 1.6382 -2.1843 -4.4581 -0.098 0.082 0.023
H 2.8490 -0.2253 -6.1820 0.059 -0.030 -0.078
H 3.5298 2.1620 -6.1379 0.001 0.032 -0.029
H 3.2216 3.5118 -4.1184 -0.016 0.072 0.024
H 2.1984 2.5667 -2.0840 -0.035 0.009 0.115
H 0.9973 -4.2338 -3.2746 -0.018 0.001 -0.235
H 0.0437 -3.6313 1.0897 -0.090 -0.104 0.208
S -3.8026 -0.1325 -3.1909 -0.605 0.422 -0.289
C -2.4510 -0.9298 -2.5819 -0.674 0.257 -0.080
S -1.2712 -1.4931 -3.6574 0.658 -0.378 -0.850
S -2.2679 -1.1099 -0.9125 0.210 -0.255 1.055
S 1.7292 2.3137 0.4684 0.636 0.823 0.233
C 3.4142 1.8631 0.6208 -0.626 -1.147 -0.063
C 4.3023 2.9461 0.6907 0.649 0.727 -0.027
N 5.0029 3.8586 0.7229 0.142 0.192 0.058
C 3.9087 0.5886 0.6295 -1.251 0.309 -0.036
S 2.9949 -0.8928 0.5191 1.231 -0.225 0.312
C 5.2965 0.3880 0.6894 1.002 -0.036 -0.009
N 6.4287 0.1870 0.7059 0.267 -0.046 0.071
O 1.1722 0.0496 2.8493 0.130 0.039 0.936
C 0.6712 -1.0663 3.1207 0.392 0.504 -0.299
O 0.1597 -1.8122 2.2712 -0.422 -0.582 0.158
C 0.6108 -1.5671 4.5503 -0.073 -0.158 0.083
C 1.6760 -1.5237 5.4390 -0.016 -0.175 0.554
C 1.5469 -2.1429 6.6948 -1.488 0.118 -1.564
C 0.3662 -2.7719 7.0608 -0.059 -0.168 0.301
C -0.7038 -2.7755 6.1799 1.692 1.067 -0.929
C -0.5799 -2.1838 4.9170 -0.157 -0.352 0.644
N -1.9156 -3.4166 6.5550 -2.061 -0.998 0.512
O -2.8648 -3.3704 5.7753 0.855 0.023 0.591
O -1.9636 -3.9899 7.6454 0.154 0.439 -0.747
N 2.6288 -2.1646 7.6174 1.784 -0.007 1.435
O 2.4629 -2.7474 8.6917 0.094 0.423 -0.770
O 3.6797 -1.6076 7.3099 -0.897 -0.379 0.089
H 2.6033 -1.0429 5.1761 0.099 0.096 -0.118
H 0.2820 -3.2651 8.0175 0.011 0.068 -0.032
H -1.3990 -2.2223 4.2166 -0.042 -0.049 -0.091
```
Positions in Å, forces in eV/Å.

Its energy relative to the best compared isomer or geometry (same formula, charge and spin) is 186.1 kJ/mol. The HOMO energy is -0.6 eV. As for the LUMO energy: 2.063 eV. Its charge is -2. As for the multiplicity: 1.